No. 1
Entry from OMol25: a molecular structure, C5H8NO at a distorted geometry (ωB97M-V/def2-TZVPD).

Its highest occupied orbital energy is -0.07412 Ha. As for the LUMO energy: 4.1 eV. Its max |F| is 3.7 eV/Å. Its spin multiplicity is 1. The total charge is -1. Its energy above the lowest of the compared OMol25 structures with the same formula, charge and spin is 375.0 kJ/mol.

```
15
Properties=species:S:1:pos:R:3:lowdin_charge:R:1
C 2.15 1.05 -1.29 0.06
C 1.24 0.64 -0.58 -0.13
C 0.38 -1.12 1.01 -0.12
C -0.92 0.89 0.64 -0.13
C 0.10 -0.02 0.08 -0.55
N -0.89 -0.92 -1.27 -0.17
O -2.14 -0.83 -0.85 -0.43
H 2.96 1.56 -1.68 -0.04
H 1.22 -1.67 0.58 0.07
H 0.74 -0.67 1.96 0.08
H -0.42 -1.86 1.13 0.08
H -1.93 0.23 0.55 0.11
H -0.58 0.95 1.61 0.01
H -1.12 1.92 0.22 0.09
H -0.80 -0.17 -2.12 0.08
```

---

No. 2
Entry from OMol25: a molecular structure, C45H51EuN4O4PS at a distorted geometry (ωB97M-V/def2-TZVPD).

Its highest occupied orbital energy (spin up / spin down) is -0.39021 / -0.39053 Ha. As for the LUMO energy (spin up / spin down): -3.4 / -2.0 eV. Its max |F| is 2.3 eV/Å. Its spin multiplicity is 7. The total charge is +1. Its energy above the lowest of the compared OMol25 structures with the same formula, charge and spin is 86.5 kJ/mol. Its expectation value of S² is 12.008.

```
107
Properties=species:S:1:pos:R:3:lowdin_charge:R:1
Eu -0.14 0.42 -0.09 2.00
C -1.27 -2.44 3.70 -0.06
C -2.54 -2.41 2.84 -0.35
C -2.55 -3.66 1.95 -0.06
C -2.75 -1.10 2.09 -0.20
C -3.81 -0.98 1.19 -0.05
C -4.19 0.25 0.67 -0.05
C -3.53 1.42 1.04 -0.29
C -4.04 2.76 0.60 -0.02
C -2.43 1.31 1.89 -0.08
C -2.05 0.07 2.41 -0.07
H -1.15 -3.43 4.15 0.08
H -1.31 -1.71 4.51 0.08
H -0.39 -2.25 3.09 0.06
H -3.39 -2.49 3.52 0.15
H -1.62 -3.76 1.40 0.06
H -3.38 -3.67 1.24 0.07
H -2.65 -4.55 2.58 0.09
H -4.41 -1.85 0.93 0.11
H -5.03 0.31 0.00 0.12
H -4.29 2.76 -0.46 0.08
H -3.31 3.55 0.79 0.07
H -4.96 3.00 1.15 0.09
H -1.95 2.20 2.27 0.11
H -1.30 0.05 3.19 0.10
C -2.52 7.54 2.27 -0.04
C -1.86 6.50 1.41 -0.25
C -1.08 5.50 1.97 -0.02
C -0.49 4.52 1.19 -0.06
C -0.69 4.56 -0.18 -0.29
C -1.44 5.57 -0.78 -0.05
C -2.01 6.53 0.02 -0.02
S -0.19 3.17 -1.14 0.61
O 0.05 3.52 -2.51 -0.27
O 0.94 2.50 -0.46 -0.41
N -1.36 2.09 -0.97 -0.28
C -2.23 1.74 -1.98 -0.42
C -2.78 2.62 -2.92 -0.01
C -3.66 2.14 -3.86 -0.04
C -3.99 0.78 -3.84 -0.06
C -3.40 -0.01 -2.89 -0.15
N -2.53 0.43 -1.98 0.08
H -2.46 7.27 3.32 0.08
H -3.57 7.65 2.00 0.09
H -2.05 8.51 2.14 0.09
H -0.93 5.48 3.05 0.12
H 0.12 3.73 1.62 0.10
H -1.54 5.60 -1.86 0.11
H -2.60 7.33 -0.43 0.12
H -2.49 3.66 -2.90 0.10
H -4.08 2.80 -4.61 0.12
H -4.69 0.37 -4.56 0.11
H -3.64 -1.07 -2.84 0.11
N 1.15 0.55 -2.43 -0.04
C 1.28 -0.27 -3.66 -0.22
C 0.11 -1.24 -3.77 -0.18
C 0.25 -2.42 -2.79 -0.20
C -1.02 -2.71 -1.99 -0.23
N -1.07 -1.90 -0.74 -0.05
H 0.61 1.37 -2.69 0.03
H 2.06 0.93 -2.19 0.06
H 2.21 -0.83 -3.61 0.10
H 1.31 0.37 -4.54 0.12
H 0.04 -1.61 -4.79 0.12
H -0.81 -0.68 -3.55 0.08
H 1.04 -2.18 -2.07 0.04
H 0.56 -3.31 -3.33 0.12
H -1.08 -3.77 -1.74 0.11
H -1.89 -2.46 -2.59 0.10
H -0.53 -2.39 -0.04 0.04
H -2.03 -1.89 -0.41 0.05
O 0.63 1.42 2.01 -0.05
C 1.28 0.36 1.96 -0.66
O 0.72 -0.72 1.55 -0.29
C 2.75 0.30 2.13 -0.15
C 3.42 1.09 3.05 0.00
C 4.80 1.01 3.14 -0.05
C 5.50 0.17 2.28 -0.05
C 4.83 -0.59 1.33 -0.06
C 3.44 -0.54 1.25 -0.28
P 2.46 -1.50 0.02 1.09
C 2.17 -3.07 0.92 -0.34
C 2.52 -3.26 2.25 -0.07
C 2.19 -4.45 2.90 -0.06
C 1.51 -5.45 2.23 -0.07
C 1.15 -5.27 0.90 -0.08
C 1.48 -4.09 0.25 -0.13
C 3.78 -1.96 -1.18 -0.38
C 4.14 -3.26 -1.52 -0.07
C 5.09 -3.49 -2.51 -0.07
C 5.68 -2.43 -3.17 -0.08
C 5.33 -1.13 -2.84 -0.07
C 4.38 -0.90 -1.86 -0.14
H 2.86 1.75 3.70 0.13
H 5.34 1.61 3.86 0.11
H 6.58 0.11 2.35 0.11
H 5.39 -1.22 0.66 0.11
H 3.04 -2.49 2.80 0.11
H 2.46 -4.58 3.94 0.11
H 1.26 -6.38 2.73 0.11
H 0.62 -6.05 0.37 0.11
H 1.20 -3.95 -0.79 0.09
H 3.70 -4.11 -1.01 0.10
H 5.38 -4.51 -2.76 0.11
H 6.43 -2.61 -3.94 0.11
H 5.79 -0.29 -3.35 0.11
H 4.12 0.12 -1.58 0.10
```

---

No. 3
Entry from OMol25: C3H8S in the gas phase at a distorted geometry (ωB97M-V/def2-TZVPD).

Its highest occupied orbital energy is -0.33340 Ha. As for the LUMO energy: 1.0 eV. Its max |F| is 4.4 eV/Å. Its spin multiplicity is 1. The total charge is 0. Its energy above the lowest of the compared OMol25 structures with the same formula, charge and spin is 85.0 kJ/mol.

```
12
Properties=species:S:1:pos:R:3:lowdin_charge:R:1
C 1.62 -0.08 0.16 -0.09
C 0.23 0.42 -0.27 -0.40
C -0.84 -0.50 -0.08 -0.66
S -2.49 0.24 -0.18 0.69
H 1.59 -0.31 1.21 0.07
H 1.81 -0.92 -0.47 0.06
H 2.32 0.72 -0.15 0.08
H 0.22 0.53 -1.46 0.16
H -0.17 1.25 0.22 0.06
H -0.81 -1.33 -0.84 0.09
H -0.75 -0.96 0.93 0.09
H -2.74 0.95 0.94 -0.15
```

---

Look up the energy above the lowest of the compared OMol25 structures with the same formula, charge and spin of the first one.
375.0 kJ/mol